Record 1
The following is a DFT calculation (ωB97M-V/def2-TZVPD) of a cluster of 10 separate species, C36H76BF10N13O16S6 in total.

Charge   +2
HOMO level   -11.603 eV
Largest force on an atom   7.57 eV/A

Last column: Löwdin charge in e.
Geometry (Å):
C: 3.046 30.450 15.621  -0.06
C: 2.184 30.917 16.777  -0.17
N: 0.912 30.223 16.856  -0.06
C: 0.745 28.867 16.958  0.00
C: -0.607 28.633 16.988  0.00
N: -1.224 29.841 16.961  -0.07
C: -0.290 30.799 16.829  0.02
C: -2.666 30.130 16.927  0.07
H: 2.599 30.711 14.660  0.09
H: 3.196 29.371 15.639  0.07
H: 4.032 30.910 15.583  0.09
H: 1.998 31.991 16.766  0.13
H: 2.659 30.774 17.752  0.13
H: 1.587 28.218 16.797  0.13
H: -1.188 27.727 17.094  0.12
H: -0.463 31.863 16.839  0.18
H: -3.152 29.769 17.826  0.09
H: -2.956 29.698 15.971  0.11
H: -2.779 31.208 16.843  0.11
C: -10.772 29.070 20.950  -0.05
C: -10.336 28.684 22.368  -0.12
N: -9.386 29.705 22.792  -0.05
C: -9.705 30.959 23.235  -0.01
C: -8.566 31.498 23.730  -0.01
N: -7.532 30.655 23.401  -0.06
C: -8.077 29.520 22.903  0.01
C: -6.115 31.021 23.472  0.03
H: -11.676 28.542 20.643  0.10
H: -10.104 28.760 20.145  0.05
H: -10.891 30.151 20.871  0.06
H: -9.788 27.747 22.268  0.12
H: -11.170 28.593 23.056  0.14
H: -10.735 31.269 23.267  0.15
H: -8.358 32.391 24.295  0.14
H: -7.511 28.670 22.565  0.14
H: -5.478 30.294 22.970  0.09
H: -5.789 31.085 24.507  0.10
H: -5.955 31.932 22.897  0.09
C: -7.585 24.127 15.739  -0.06
C: -7.590 22.619 15.779  -0.18
N: -8.144 21.980 14.592  -0.01
C: -7.486 21.976 13.376  0.01
C: -8.290 21.352 12.483  -0.01
N: -9.405 20.941 13.172  -0.09
C: -9.283 21.310 14.449  0.01
C: -10.502 20.164 12.573  0.04
H: -7.187 24.414 14.766  0.05
H: -7.192 24.603 16.629  0.06
H: -8.600 24.535 15.665  0.09
H: -8.074 22.277 16.696  0.10
H: -6.579 22.272 16.011  0.12
H: -6.495 22.393 13.314  0.14
H: -8.202 21.291 11.413  0.14
H: -10.009 20.996 15.185  0.13
H: -10.759 20.657 11.638  0.10
H: -11.227 20.029 13.368  0.10
H: -10.147 19.202 12.199  0.10
C: -10.894 32.337 17.617  -0.04
C: -11.258 33.075 18.916  -0.15
N: -10.100 33.471 19.728  -0.04
C: -9.077 32.696 20.176  -0.02
C: -8.078 33.457 20.678  0.01
N: -8.573 34.748 20.587  -0.07
C: -9.789 34.748 20.055  0.00
C: -7.837 35.912 21.081  0.03
H: -10.759 31.253 17.635  0.08
H: -9.899 32.661 17.303  0.09
H: -11.641 32.532 16.852  0.08
H: -12.038 32.643 19.541  0.12
H: -11.664 34.042 18.618  0.12
H: -9.112 31.624 20.049  0.12
H: -7.125 33.251 21.138  0.11
H: -10.448 35.585 19.896  0.17
H: -7.864 35.972 22.169  0.10
H: -8.383 36.775 20.700  0.10
H: -6.802 35.914 20.753  0.10
C: -3.645 26.512 18.343  -0.08
O: -2.481 25.845 17.882  -0.21
C: -1.730 25.234 18.906  -0.21
C: -0.673 24.317 18.395  -0.08
N: -1.246 23.091 17.680  0.09
H: -0.448 22.456 17.625  0.18
H: -1.890 22.652 18.340  0.18
C: -1.919 23.320 16.332  -0.06
C: -1.005 23.792 15.233  -0.18
O: -0.396 25.028 15.593  -0.21
C: -0.395 25.941 14.513  -0.08
H: -4.300 26.727 17.503  0.07
H: -3.450 27.462 18.852  0.08
H: -4.207 25.907 19.065  0.08
H: -2.419 24.673 19.556  0.12
H: -1.353 26.065 19.516  0.14
H: -0.181 23.952 19.302  0.14
H: 0.117 24.685 17.747  0.13
H: -2.765 23.996 16.422  0.13
H: -2.237 22.301 16.103  0.14
H: -1.605 23.984 14.337  0.14
H: -0.245 23.096 14.864  0.14
H: 0.100 26.870 14.793  0.08
H: -1.414 26.208 14.220  0.08
H: 0.150 25.566 13.642  0.10
C: -6.301 24.149 25.290  -0.08
O: -5.881 23.564 24.061  -0.19
C: -6.827 23.653 23.024  -0.20
C: -7.049 25.040 22.474  -0.11
N: -5.813 25.656 21.899  0.07
H: -5.216 24.897 21.553  0.16
H: -6.007 26.197 21.030  0.08
C: -4.987 26.485 22.835  -0.09
C: -3.568 26.565 22.318  -0.16
O: -3.097 25.219 22.204  -0.22
C: -2.509 24.659 23.362  -0.07
H: -6.606 25.194 25.132  0.07
H: -5.469 24.136 25.984  0.10
H: -7.229 23.675 25.617  0.10
H: -7.765 23.171 23.315  0.15
H: -6.504 23.016 22.195  0.14
H: -7.599 25.724 23.122  0.13
H: -7.769 24.964 21.651  0.12
H: -5.087 26.041 23.822  0.11
H: -5.451 27.474 22.856  0.12
H: -3.012 27.157 23.050  0.14
H: -3.456 26.987 21.322  0.12
H: -2.117 23.674 23.120  0.10
H: -3.278 24.563 24.135  0.08
H: -1.679 25.248 23.763  0.10
N: -10.586 22.295 17.255  -0.30
S: -11.928 21.664 17.627  0.45
O: -13.072 22.494 17.386  -0.27
O: -11.985 20.820 18.799  -0.28
F: -11.924 20.595 16.394  -0.23
S: -10.521 23.561 18.336  0.54
O: -11.099 23.448 19.641  -0.27
O: -10.531 24.838 17.704  -0.26
F: -8.978 23.341 18.754  -0.23
N: -4.636 27.195 13.090  -0.26
S: -4.782 26.789 14.571  0.42
O: -4.848 25.395 14.943  -0.32
O: -5.599 27.684 15.334  -0.28
F: -3.296 27.243 15.116  -0.24
S: -6.028 26.422 12.561  0.53
O: -7.281 26.621 13.232  -0.26
O: -5.800 25.124 11.974  -0.30
F: -6.175 27.324 11.241  -0.19
N: -6.554 27.338 19.823  -0.30
S: -6.519 28.689 19.143  0.47
O: -7.779 29.398 19.161  -0.28
O: -5.544 28.915 18.128  -0.24
F: -5.729 29.447 20.416  -0.26
S: -7.915 26.680 19.017  0.55
O: -8.137 26.973 17.649  -0.20
O: -9.035 26.448 19.886  -0.26
F: -7.209 25.252 18.977  -0.20
B: -5.044 33.067 19.573  -1.24
F: -4.968 33.071 21.038  0.01
F: -3.716 33.067 19.114  0.09
F: -5.694 31.912 19.128  0.11
F: -5.739 34.216 19.249  0.13

***

Record 2
The following is a DFT calculation (ωB97M-V/def2-TZVPD) of a cluster of 10 separate species, C36H76N4O16S6 in total.

Expectation value of S²   0.78
Charge   +1
Multiplicity   2
HOMO level (alpha / beta)   -11.126 / -11.059 eV
Largest force on an atom   4.89 eV/A

Last column: Mulliken spin population.
Geometry (Å):
C: 2.301 -4.449 -5.558  0.00
C: 2.472 -3.244 -4.657  0.00
O: 1.582 -2.666 -4.101  0.00
N: 3.811 -2.950 -4.546  0.00
C: 4.256 -1.881 -3.618  0.00
H: 1.738 -4.204 -6.459  0.00
H: 1.726 -5.239 -5.075  0.00
H: 3.251 -4.894 -5.853  0.00
H: 4.339 -3.478 -5.226  0.00
H: 5.324 -1.840 -3.404  0.00
H: 3.782 -2.019 -2.646  0.00
H: 3.744 -0.964 -3.909  0.00
C: 0.852 -1.571 -0.545  -0.03
C: 0.349 -0.178 -0.937  -0.05
O: 0.150 0.208 -2.056  0.44
N: -0.284 0.570 -0.053  0.61
C: -0.519 0.306 1.355  0.03
H: 1.814 -1.488 -0.040  -0.01
H: 1.014 -2.305 -1.335  0.00
H: 0.247 -2.134 0.167  -0.01
H: -0.744 1.299 -0.581  -0.06
H: 0.365 -0.230 1.700  0.01
H: -1.424 -0.251 1.595  0.04
H: -0.604 1.247 1.899  0.01
C: 4.918 -1.123 0.693  0.00
C: 4.072 -0.138 1.392  0.00
O: 2.910 -0.233 1.638  0.00
N: 4.830 0.799 1.867  0.00
C: 4.260 1.839 2.731  0.00
H: 4.473 -1.613 -0.174  0.00
H: 5.175 -1.979 1.317  0.00
H: 5.957 -0.942 0.417  0.00
H: 5.791 0.549 2.049  0.00
H: 4.917 2.587 3.173  0.00
H: 3.775 1.370 3.587  0.00
H: 3.538 2.459 2.199  0.00
C: 0.911 3.435 -3.110  0.00
C: 1.758 3.428 -4.371  0.00
O: 2.659 4.177 -4.672  0.00
N: 1.712 2.295 -5.089  0.01
C: 0.955 1.048 -4.819  0.01
H: 1.169 4.212 -2.390  0.00
H: 1.095 2.459 -2.661  0.00
H: -0.154 3.416 -3.338  0.00
H: 2.536 2.419 -5.659  0.00
H: -0.044 1.398 -4.560  0.00
H: 1.405 0.325 -4.138  0.00
H: 0.775 0.401 -5.678  0.00
C: -1.314 -2.763 -4.458  0.00
C: -1.902 -4.080 -4.902  0.00
C: -3.059 -4.559 -4.004  0.00
S: -3.572 -3.044 -2.972  0.00
O: -3.128 -3.125 -1.577  0.00
O: -5.003 -2.709 -3.249  0.00
C: -2.545 -1.842 -4.045  0.00
H: -0.749 -2.270 -5.249  0.00
H: -0.728 -2.900 -3.549  0.00
H: -1.292 -4.979 -4.986  0.00
H: -2.411 -3.856 -5.839  0.00
H: -2.600 -5.331 -3.387  0.00
H: -3.842 -4.994 -4.625  0.00
H: -2.482 -0.909 -3.486  0.00
H: -3.184 -1.563 -4.884  0.00
C: -2.753 6.036 4.827  0.00
C: -2.558 6.342 3.303  0.00
C: -2.909 5.094 2.465  0.00
S: -2.990 3.679 3.558  0.00
O: -1.922 2.726 3.243  0.00
O: -4.352 3.229 3.775  0.00
C: -2.425 4.639 5.029  0.00
H: -3.786 6.165 5.151  0.00
H: -2.228 6.749 5.462  0.00
H: -1.554 6.748 3.182  0.00
H: -3.289 7.071 2.952  0.00
H: -2.236 4.787 1.664  0.00
H: -3.934 5.159 2.101  0.00
H: -1.345 4.505 5.085  0.00
H: -2.751 4.249 5.993  0.00
C: 1.666 5.720 4.981  0.00
C: 1.441 4.270 4.507  0.00
C: 0.990 4.253 3.004  0.00
S: 1.785 5.705 2.251  0.00
O: 0.751 6.472 1.560  0.00
O: 2.893 5.237 1.366  0.00
C: 2.416 6.560 3.914  0.00
H: 2.330 5.736 5.846  0.00
H: 0.723 6.239 5.155  0.00
H: 0.716 3.687 5.076  0.00
H: 2.368 3.698 4.464  0.00
H: -0.099 4.310 3.021  0.00
H: 1.317 3.399 2.411  0.00
H: 2.089 7.593 3.788  0.00
H: 3.500 6.499 4.004  0.00
C: -1.075 -2.851 3.595  0.00
C: -1.659 -4.234 4.021  0.00
C: -0.505 -5.066 4.794  0.00
S: 0.783 -3.703 5.317  0.00
O: 2.127 -4.180 5.510  0.00
O: 0.076 -3.087 6.370  0.00
C: 0.448 -2.784 3.768  0.00
H: -1.372 -2.125 4.351  0.00
H: -1.256 -2.535 2.568  0.00
H: -2.002 -4.818 3.167  0.00
H: -2.456 -4.061 4.743  0.00
H: -0.229 -5.747 3.989  0.00
H: -0.728 -5.626 5.702  0.00
H: 0.957 -3.359 2.994  0.00
H: 0.884 -1.796 3.913  0.00
C: 0.843 -6.651 -1.359  0.00
C: 1.862 -5.984 -2.189  0.00
C: 2.814 -5.152 -1.340  0.00
S: 2.530 -5.715 0.455  0.00
O: 1.817 -4.627 1.172  0.00
O: 3.827 -6.042 1.007  0.00
C: 1.398 -7.082 0.086  0.00
H: 0.437 -7.502 -1.904  0.00
H: 0.054 -5.956 -1.069  0.00
H: 1.409 -5.186 -2.778  0.00
H: 2.378 -6.670 -2.860  0.00
H: 2.455 -4.122 -1.322  0.00
H: 3.885 -5.129 -1.537  0.00
H: 0.752 -7.162 0.961  0.00
H: 2.073 -7.921 -0.083  0.00
C: -6.096 4.222 -1.631  0.00
C: -6.298 3.020 -0.783  0.00
C: -5.347 1.968 -1.281  0.00
S: -3.759 2.824 -1.320  0.00
O: -3.087 2.183 -2.419  0.00
O: -3.173 2.947 0.012  0.00
C: -4.522 4.452 -1.745  0.00
H: -6.730 5.086 -1.433  0.00
H: -6.516 3.929 -2.593  0.00
H: -7.205 2.497 -1.088  0.00
H: -6.172 3.254 0.274  0.00
H: -5.380 1.571 -2.296  0.00
H: -5.092 1.252 -0.500  0.00
H: -4.053 4.705 -2.696  0.00
H: -4.072 5.096 -0.990  0.00